# 1
The following is a quantum chemistry calculation of a molecular structure, C50H54AsCl2N9O7P2Se2Y at a distorted geometry, from the OMol25 dataset.

```
128
Properties=species:S:1:pos:R:3
Y 1.23687 0.64989 -0.66566
N -0.88941 0.59432 -2.34880
N -1.10531 -0.49290 -3.19854
C -0.17671 -1.46182 -3.20804
N -0.44646 -2.61982 -3.79544
N 0.98336 -1.08212 -2.66551
N 1.94831 -1.99787 -2.42453
O 2.89845 -1.51151 -1.82478
O 1.88664 -3.17938 -2.73059
H -1.66260 0.68023 -1.69380
H -0.77236 1.45117 -2.88165
H -2.03643 -0.66238 -3.54897
H -1.38824 -2.84673 -4.06321
H 0.24802 -3.34912 -3.71195
Se -2.68536 -0.81492 3.67906
P -2.08771 -2.68548 2.87813
C -1.35674 -3.84284 4.04516
C -0.55701 -4.88876 3.59017
C -0.08534 -5.83394 4.48920
C -0.39745 -5.72634 5.83755
C -1.19183 -4.68187 6.29167
C -1.67762 -3.74225 5.39609
C -3.45691 -3.58823 2.11008
C -4.42454 -2.86979 1.40900
C -5.49157 -3.52905 0.82715
C -5.60801 -4.90959 0.94539
C -4.65569 -5.62600 1.65088
C -3.58044 -4.96771 2.23462
C -0.90765 -2.35700 1.53939
C 0.33125 -1.72423 1.37962
N 0.36716 -1.34142 0.07611
N -0.76015 -1.72553 -0.52022
N -1.52713 -2.32789 0.33404
P 1.94838 -1.58608 2.22576
Se 3.35249 -0.49782 1.01017
C 1.90866 -0.93162 3.90514
C 3.05568 -0.30843 4.39768
C 3.08961 0.13972 5.70959
C 1.97786 -0.01070 6.52805
C 0.83184 -0.61502 6.03314
C 0.80070 -1.07884 4.72753
C 2.48868 -3.30333 2.35639
C 3.11613 -3.76715 3.50697
C 3.62275 -5.05956 3.54381
C 3.49270 -5.88750 2.44030
C 2.86148 -5.42568 1.28933
C 2.36914 -4.13343 1.24103
H -0.31047 -4.97390 2.53840
H 0.52990 -6.64940 4.13595
H -0.02353 -6.46233 6.53744
H -1.43767 -4.60353 7.34237
H -2.30006 -2.92240 5.73509
H -4.34336 -1.79299 1.33841
H -6.24358 -2.96594 0.29018
H -6.44932 -5.42271 0.49823
H -4.75115 -6.69797 1.76055
H -2.85280 -5.53885 2.79540
H 3.91860 -0.17988 3.75780
H 3.98528 0.61125 6.09170
H 2.00383 0.35003 7.54790
H -0.04733 -0.72035 6.65537
H -0.10767 -1.51997 4.35637
H 3.21244 -3.12755 4.37446
H 4.11422 -5.41757 4.43886
H 3.88804 -6.89457 2.47145
H 2.77142 -6.06700 0.42276
H 1.90855 -3.76733 0.33013
O -1.60051 0.87990 0.60948
H -2.12307 0.24494 1.13296
H -2.16323 1.66350 0.52913
O 3.07075 2.52802 0.20505
H 2.49628 3.23321 0.52821
H 3.79266 2.41367 0.83300
O 0.75048 1.05345 1.91817
H -0.21439 1.17736 1.85820
H 1.09760 1.77486 2.45167
Cl -2.75627 2.51822 -4.71138
C -3.83502 1.94368 -3.47377
C -4.76256 0.97572 -3.81201
C -5.61596 0.47440 -2.84013
C -5.50117 0.92820 -1.53739
C -4.54914 1.88104 -1.20962
Cl -4.38845 2.30118 0.46788
C -3.70319 2.45362 -2.16969
N -2.70327 3.36649 -1.87146
C -2.88801 4.56681 -1.13962
C -4.16721 5.07757 -0.93930
C -4.36944 6.21344 -0.17928
C -3.28197 6.86627 0.38201
C -2.00888 6.37802 0.15033
C -1.77544 5.23715 -0.61771
C -0.30850 4.90843 -0.87761
C 0.12529 3.48198 -1.16841
O 0.24223 3.08490 -2.34106
O 0.44595 2.75528 -0.16122
H -4.81942 0.63771 -4.83762
H -6.35965 -0.26697 -3.09595
H -6.13320 0.53493 -0.75352
H -1.97762 3.42415 -2.57487
H -5.01279 4.56654 -1.38228
H -5.37334 6.58640 -0.02862
H -3.42072 7.75194 0.98637
H -1.15655 6.90012 0.56900
H 0.23699 5.22905 0.01020
H 0.04833 5.51447 -1.71574
C 4.80016 0.95150 -2.55598
As 2.96537 1.59273 -2.67538
C 2.57885 1.09335 -4.50777
C 3.34962 3.52392 -2.79961
C 3.84938 3.96464 -4.14039
C 2.94670 4.31579 -5.14343
C 3.39431 4.69461 -6.39878
C 4.75601 4.72739 -6.67282
C 5.66335 4.39091 -5.68008
C 5.21147 4.01456 -4.42162
H 5.38412 1.38168 -3.36907
H 4.81781 -0.13374 -2.62000
H 5.22991 1.25590 -1.60165
H 3.31825 1.53364 -5.17425
H 1.58374 1.43456 -4.79211
H 2.61930 0.00755 -4.57522
H 4.08454 3.70232 -2.01556
H 2.43276 4.04757 -2.54084
H 1.88290 4.28971 -4.93101
H 2.68075 4.96889 -7.16494
H 5.10673 5.02616 -7.65163
H 6.72608 4.42851 -5.88064
H 5.92749 3.76749 -3.64607
```

As for the HOMO energy: -10.113 eV. The lowest unoccupied orbital energy comes out at -0.075 hartree. The orbital gap comes out at 8.08 eV. The calculation puts the electronic energy at -316666.7016 eV. As for the total charge: +1.

Here are the Mulliken charges for atoms 1 to 2, given in e: Y -0.264; N 1.143

=====

# 2
The following is a quantum chemistry calculation of a molecular structure, C28H24Cl4N4O4SSiV at a distorted geometry, from the OMol25 dataset.

```
67
Properties=species:S:1:pos:R:3
V -0.83279 -0.09517 1.07435
C 0.88189 -4.13268 0.54653
C -0.01032 -2.98660 0.92234
N 0.41239 -1.78508 1.30746
N 1.78560 -1.57597 1.27673
C 2.02438 -0.33668 0.97182
O 1.10769 0.52121 0.68468
C 3.43867 0.11148 0.89245
C 4.50693 -0.71934 1.22159
C 5.80703 -0.25490 1.12572
C 6.05970 1.04625 0.70015
C 4.99635 1.87529 0.37434
C 3.69088 1.41295 0.47055
C -1.40457 -3.11681 0.80628
C -2.08879 -4.36855 0.70597
C -3.44455 -4.37814 0.56085
C -4.14109 -3.14719 0.52881
C -3.41139 -1.98184 0.65954
N -2.09546 -1.94367 0.78898
H 1.89294 -3.76258 0.38894
H 0.52452 -4.61185 -0.36904
H 0.92733 -4.90535 1.32268
H 4.28924 -1.72506 1.55544
H 6.63217 -0.90747 1.38825
H 7.07837 1.40993 0.62955
H 5.18199 2.89229 0.04816
H 2.84347 2.04129 0.22993
H -1.52330 -5.28963 0.75749
H -3.98286 -5.31705 0.48895
H -5.21615 -3.09914 0.42441
H -3.88579 -1.00646 0.66401
C -0.96432 4.09005 -3.05765
Si -0.90114 2.48161 -4.00619
C 0.60403 2.55365 -5.13604
C -2.42497 2.42720 -5.11374
C -0.82989 0.86647 -3.07692
C -0.79095 -0.26916 -3.84457
C -0.74780 -1.53868 -3.24082
C -0.75039 -1.59549 -1.87184
N -0.78101 -0.51945 -1.07814
C -0.81370 0.70689 -1.64045
S -0.85359 1.93622 -0.52379
H -1.00472 4.91101 -3.78267
H -0.08754 4.21857 -2.42384
H -1.84061 4.14270 -2.41223
H 0.59701 3.46836 -5.73622
H 0.63585 1.70109 -5.81824
H 1.52157 2.54087 -4.54375
H -2.50362 3.33887 -5.71345
H -3.32939 2.33851 -4.50786
H -2.39580 1.57449 -5.79591
H -0.79573 -0.20003 -4.93015
H -0.72114 -2.45388 -3.81579
H -0.72915 -2.55653 -1.37725
Cl -0.69777 3.62992 6.96429
C -0.75818 2.31545 5.82579
C -0.88762 1.02324 6.26647
Cl -0.98688 0.66779 7.96653
C -0.94018 -0.04153 5.33050
Cl -1.10099 -1.69036 5.85541
C -0.86360 0.21080 3.97984
O -0.86601 -0.68091 3.03368
C -0.73278 1.57799 3.50643
O -0.72334 1.70044 2.23025
C -0.67824 2.59996 4.44189
Cl -0.52893 4.23096 3.86363
O -2.37296 0.42940 1.03486
```

As for the HOMO energy (alpha / beta): -0.098 / -1.360 eV. The multiplicity is 2. The lowest unoccupied orbital energy (alpha / beta) comes out at 0.155 / 0.155 hartree. The orbital gap (alpha / beta) comes out at 4.33 / 5.59 eV. The calculation puts the electronic energy at -138069.5642 eV. As for the total charge: -2.

Here are the Mulliken charges for atoms 1 to 2, given in e: V 0.048; C -1.903

=====

# 3
The following is a quantum chemistry calculation of 3 unconnected molecules or ions with the total composition C3H12O3 at a distorted geometry, from the OMol25 dataset.

```
18
Properties=species:S:1:pos:R:3
C 2.70616 -1.56589 -0.36222
O 1.99752 -2.23673 0.66967
H 3.67774 -2.05447 -0.43596
H 2.16622 -1.72221 -1.29611
H 2.83358 -0.52382 -0.06907
H 1.33596 -1.59075 0.92785
C -1.22034 -0.48952 1.60767
O 0.08067 -0.29559 0.93235
H -1.21385 -1.24814 2.39032
H -1.55977 0.46146 2.01821
H -1.99588 -0.82094 0.91717
H -0.03741 0.42012 0.30352
C -1.83606 1.99428 -1.22009
O -0.51927 1.72079 -0.82838
H -1.76188 2.77039 -1.98182
H -2.29050 1.07270 -1.58378
H -2.35893 2.39352 -0.35100
H -0.00397 1.71480 -1.63833
```

As for the HOMO energy: -9.380 eV. The structure (SMILES) is CO.CO.CO. The lowest unoccupied orbital energy comes out at 0.020 hartree. The orbital gap comes out at 9.91 eV. The calculation puts the electronic energy at -9446.6553 eV.

Here are the Mulliken charges for atoms 1 to 2, given in e: C -0.527; O -0.532

=====

# 4
The following is a quantum chemistry calculation of a molecular structure, C32H64AlAsN7OPSSi3, from the OMol25 dataset.

```
111
Properties=species:S:1:pos:R:3
Al -1.08032 0.82455 -0.21311
N -3.43847 3.61684 2.21966
C -2.73763 2.92518 1.27593
S -2.74684 1.18355 1.38364
N -2.11317 3.62801 0.38511
N -1.40324 2.83972 -0.50990
C -0.83979 3.49609 -1.44666
C -0.16545 2.88943 -2.57765
C 0.51891 3.72104 -3.46861
C 1.13096 3.21613 -4.59636
C 1.03445 1.84501 -4.85368
C 0.34857 1.00596 -3.99447
C -0.25008 1.50536 -2.83005
O -0.87685 0.67899 -1.99548
H -4.08773 3.11061 2.79225
H -3.60786 4.59445 2.04721
H -0.91967 4.58076 -1.41115
H 0.56873 4.78485 -3.24986
H 1.66762 3.87101 -5.27324
H 1.50099 1.42960 -5.74258
H 0.28496 -0.05753 -4.19538
N 0.44562 0.52918 0.62910
P 1.78402 0.89796 1.24195
N 2.77000 1.71037 0.16123
C 3.96938 2.46875 0.51765
C 5.21598 1.92387 -0.17513
C 5.00602 1.83299 -1.69107
C 3.73920 1.04191 -2.01380
C 2.53844 1.63114 -1.28397
N 2.58009 -0.43075 1.88462
C 3.72763 -0.32756 2.80249
C 4.88055 -1.21018 2.34704
C 4.46697 -2.68820 2.37300
C 2.97724 -2.84247 2.01367
C 2.49237 -1.69216 1.13699
N 1.84057 1.91603 2.57899
C 1.14065 1.35952 3.77339
C 1.05127 2.42238 4.85680
C 0.13157 3.57654 4.41638
C 0.15140 3.71786 2.88580
C 1.52420 3.35650 2.33328
H 4.09036 2.47651 1.59915
H 3.83200 3.51409 0.20080
H 5.43802 0.92740 0.22124
H 6.07119 2.56743 0.05696
H 5.87691 1.37649 -2.16714
H 4.90597 2.84642 -2.10352
H 3.86228 -0.00364 -1.70155
H 3.54570 1.04622 -3.08988
H 1.65500 1.02792 -1.45240
H 2.34013 2.63420 -1.68566
H 3.43501 -0.64387 3.81164
H 4.04119 0.71016 2.88436
H 5.75562 -1.03565 2.97437
H 5.15356 -0.92606 1.32870
H 4.65495 -3.11558 3.36123
H 5.08146 -3.24857 1.66701
H 2.36608 -2.85490 2.92151
H 2.81065 -3.79088 1.50456
H 1.45864 -1.81745 0.83590
H 3.09169 -1.66257 0.21132
H 1.69234 0.49948 4.14064
H 0.13424 1.00729 3.51274
H 2.06078 2.79727 5.05055
H 0.69670 1.96838 5.78344
H 0.45783 4.50829 4.88703
H -0.89325 3.39242 4.75002
H -0.13203 4.72477 2.57358
H -0.57267 3.03295 2.44103
H 2.29053 3.98146 2.80483
H 1.56641 3.55666 1.26452
C -2.87798 -2.89550 2.44582
Si -2.53608 -3.51571 0.72526
C -0.91307 -4.40667 0.66454
C -3.85783 -4.72093 0.21559
As -2.40060 -1.60133 -0.63372
Si -1.55228 -2.47090 -2.64561
C -2.02111 -4.25775 -2.95685
C 0.29868 -2.43079 -2.45894
C -2.24454 -1.51043 -4.07833
Si -4.68757 -1.23177 -1.08074
C -5.60616 -1.02122 0.52030
C -4.78946 0.31777 -2.10082
C -5.49248 -2.64210 -2.00510
H -2.57181 -3.63267 3.19840
H -3.94583 -2.68603 2.58279
H -2.32743 -1.96531 2.63124
H -0.88102 -5.18157 1.44071
H -0.09013 -3.71277 0.83566
H -0.75693 -4.88543 -0.30999
H -3.70048 -5.65356 0.77116
H -3.81475 -4.94747 -0.85469
H -4.86371 -4.34941 0.44626
H -1.57232 -4.93873 -2.22273
H -1.65480 -4.54363 -3.95284
H -3.10577 -4.41076 -2.94430
H 0.60750 -3.26156 -1.81248
H 0.63416 -1.49483 -1.99208
H 0.80526 -2.54617 -3.42511
H -3.27308 -1.84849 -4.26235
H -1.66150 -1.69441 -4.98976
H -2.25993 -0.43350 -3.88447
H -5.08415 -0.34093 1.19820
H -5.72969 -1.98804 1.02506
H -6.60336 -0.61229 0.31593
H -4.07815 1.07173 -1.73900
H -5.79992 0.74150 -2.03853
H -4.56144 0.11492 -3.15447
H -5.90183 -3.37959 -1.30608
H -4.79872 -3.16181 -2.67456
H -6.31817 -2.25175 -2.61441
```

As for the HOMO energy: -7.681 eV. The lowest unoccupied orbital energy comes out at 0.015 hartree. The orbital gap comes out at 8.09 eV. The calculation puts the electronic energy at -157904.0280 eV.

Here are the Mulliken charges for atoms 1 to 2, given in e: Al -1.797; N -0.391